Entry 1:
48
Properties=species:S:1:pos:R:3:lowdin_charge:R:1 method="wB97M-V/def2-TZVPD" e_tot_ha=-1000.81749 smiles=OCCO.OCCO.OCCO.CCO.CCO
C -11.581 10.024 16.748 -0.078
C -12.046 11.291 17.473 -0.320
O -11.426 11.509 18.727 -0.080
H -10.523 10.164 16.535 0.049
H -12.241 10.053 15.877 0.081
H -11.694 9.080 17.280 0.064
H -13.120 11.160 17.669 0.105
H -11.935 12.141 16.805 0.114
H -11.547 10.746 19.295 0.075
C -7.710 14.508 14.502 -0.082
C -7.537 13.006 14.247 -0.326
O -8.815 12.393 14.069 -0.099
H -6.832 15.065 14.187 0.068
H -8.053 14.706 15.514 0.070
H -8.517 14.808 13.827 0.074
H -7.070 12.512 15.107 0.098
H -6.933 12.881 13.341 0.110
H -8.615 11.457 13.904 0.038
C -8.029 8.878 16.041 -0.281
C -7.146 9.324 14.878 -0.219
O -7.933 9.560 13.731 -0.074
O -8.921 7.870 15.680 -0.047
H -8.523 9.664 16.628 0.105
H -7.288 8.597 16.816 0.119
H -6.471 8.475 14.714 0.121
H -6.542 10.159 15.226 0.115
H -8.680 8.948 13.725 0.096
H -9.409 7.529 16.436 0.061
C -7.210 7.992 10.127 -0.245
C -7.423 9.480 10.027 -0.262
O -8.247 9.826 8.933 -0.058
O -6.299 7.464 9.154 -0.064
H -8.223 7.578 10.069 0.123
H -6.749 7.732 11.081 0.114
H -6.468 10.010 9.887 0.123
H -7.792 9.869 10.982 0.105
H -8.578 10.722 9.017 0.082
H -6.412 6.510 9.185 0.078
C -10.416 5.665 18.678 -0.234
C -10.508 5.278 20.142 -0.213
O -9.204 5.151 20.795 -0.081
O -9.994 7.004 18.493 -0.076
H -11.458 5.648 18.349 0.124
H -9.860 4.940 18.086 0.125
H -10.921 4.282 20.311 0.122
H -11.065 6.024 20.714 0.121
H -8.995 6.057 21.051 0.069
H -9.213 7.238 19.004 0.091

Entry 2:
53
Properties=species:S:1:pos:R:3:lowdin_charge:R:1 method="wB97M-V/def2-TZVPD" e_tot_ha=-3041.77593 total_charge=+1
Mg 0.440 -0.217 -0.066 0.169
O 1.095 0.322 -1.617 -0.367
H 1.499 0.824 -2.351 -0.008
C -2.640 -0.176 -2.868 -0.223
S -2.623 -1.144 -1.302 0.993
O -1.229 -0.912 -0.628 -0.594
C -3.798 -0.162 -0.221 -0.210
H -1.654 -0.181 -3.332 0.060
H -2.982 0.849 -2.724 0.050
H -3.385 -0.564 -3.563 0.052
H -4.552 -0.783 0.263 0.047
H -4.378 0.459 -0.903 0.038
H -3.412 0.544 0.513 0.046
C -2.434 -1.041 3.383 -0.183
S -0.708 -1.695 2.819 0.998
O -0.202 -0.787 1.678 -0.605
C -1.089 -3.318 1.969 -0.212
H -3.188 -1.810 3.551 0.050
H -2.839 -0.338 2.654 0.027
H -2.263 -0.478 4.300 0.038
H -2.107 -3.237 1.588 0.037
H -1.184 -4.233 2.554 0.054
H -0.521 -3.501 1.057 0.036
C 3.196 2.093 2.388 -0.234
S 3.391 0.727 1.134 0.977
O 1.993 0.264 0.848 -0.585
C 3.778 1.842 -0.280 -0.220
H 4.174 2.549 2.545 0.055
H 2.679 1.621 3.224 0.051
H 2.470 2.893 2.246 0.024
H 3.807 1.132 -1.106 0.036
H 4.717 2.390 -0.202 0.062
H 2.928 2.475 -0.535 0.045
C 0.114 3.586 -0.841 -0.216
S -0.013 2.736 0.790 0.951
O -0.526 1.326 0.503 -0.565
C -1.408 3.674 1.686 -0.182
H 0.510 2.917 -1.606 0.040
H 0.609 4.543 -0.679 0.057
H -0.847 3.689 -1.346 0.057
H -2.399 3.616 1.236 0.056
H -1.032 4.679 1.876 0.050
H -1.433 3.132 2.632 0.040
C 2.772 -2.159 -2.249 -0.253
S 1.954 -3.218 -1.021 0.964
O 1.135 -2.156 -0.317 -0.590
C 0.898 -4.109 -2.310 -0.211
H 2.028 -1.671 -2.880 0.056
H 3.391 -2.712 -2.955 0.057
H 3.426 -1.501 -1.678 0.047
H 1.298 -3.924 -3.307 0.043
H -0.106 -3.691 -2.369 0.047
H 0.651 -5.163 -2.183 0.046

Entry 3:
68
Properties=species:S:1:pos:R:3:lowdin_charge:R:1 method="wB97M-V/def2-TZVPD" e_tot_ha=-4046.03267 total_charge=+2
Be -1.723 0.875 3.041 1.179
Be 0.247 -0.220 -1.051 0.935
K -1.961 -3.484 -1.880 0.872
K -1.570 3.141 -3.783 0.831
In 0.332 -0.994 -5.662 1.172
In -3.887 0.643 -0.485 1.348
O 1.163 2.071 -5.174 -0.136
C 2.335 2.150 -4.367 -0.178
C 2.510 1.113 -3.116 -0.184
O 2.060 -0.217 -3.190 -0.144
H 2.394 3.123 -3.878 0.120
H 3.311 2.124 -4.852 0.138
H 1.840 1.402 -2.306 0.091
H 3.564 1.052 -2.844 0.141
O -3.786 3.576 -1.481 -0.156
C -2.957 4.320 -0.640 -0.246
C -2.886 4.022 0.939 -0.250
O -2.232 2.793 1.325 -0.333
H -3.516 5.249 -0.757 0.154
H -1.993 4.260 -1.145 0.077
H -3.846 4.003 1.455 0.110
H -2.480 4.809 1.574 0.123
P -1.967 -0.241 -3.217 -0.055
O -1.962 0.200 -4.705 -0.488
O -3.249 -0.922 -2.699 -0.405
O -1.619 0.858 -2.143 -0.536
O -0.755 -1.243 -3.005 -0.545
P -1.513 -1.551 1.056 0.081
O -1.290 -1.420 2.604 -0.334
O -1.319 -0.075 0.697 -0.431
O -2.970 -1.837 0.549 -0.403
O -0.436 -2.251 0.206 -0.357
C 1.683 2.095 3.600 -0.103
O 0.924 0.985 3.071 -0.150
H 1.080 2.995 3.711 0.084
H 2.091 1.819 4.572 0.094
H 2.557 2.400 3.025 0.083
H 1.406 0.159 3.155 0.047
C 1.011 3.389 -0.189 -0.114
O 0.209 2.203 -0.173 -0.162
H 0.566 4.307 -0.573 0.086
H 1.079 3.680 0.860 0.082
H 2.029 3.207 -0.533 0.087
H -0.607 2.641 0.078 0.020
C 1.310 -3.254 3.224 -0.090
O 1.241 -1.812 3.093 -0.174
H 2.283 -3.711 3.040 0.088
H 1.168 -3.464 4.284 0.083
H 0.503 -3.772 2.707 0.086
H 0.325 -1.705 2.825 -0.027
C 2.932 0.087 0.735 -0.124
O 2.262 -1.136 0.473 -0.131
H 2.078 0.693 1.035 0.051
H 3.726 0.062 1.482 0.103
H 3.516 0.547 -0.062 0.081
H 2.186 -1.689 1.254 0.063
C 2.454 -3.507 -1.102 -0.153
O 1.104 -3.964 -1.027 -0.136
H 2.923 -3.626 -0.125 0.070
H 3.176 -4.163 -1.590 0.085
H 2.585 -2.484 -1.455 0.054
H 0.543 -3.387 -0.503 -0.031
C -3.400 -4.740 1.966 -0.083
O -3.079 -4.308 0.593 -0.236
H -3.609 -5.808 2.032 0.082
H -2.547 -4.436 2.573 0.076
H -4.368 -4.262 2.113 0.086
H -3.180 -3.369 0.764 -0.069